(1)
Formula: C2H2Cl2O2S
Source: the OMol25 dataset
Level of theory: ωB97M-V/def2-TZVPD

- HOMO energy (eV) = -9.95
- F_max (eV Å⁻¹) = 2.44
- energy relative to the best compared isomer or geometry (same formula, charge and spin) (kcal/mol) = 78.09
- LUMO level (eV) = 0.441
- gap between HOMO and LUMO (eV) = 10.4
- E_tot (eV) = -42077.7669

CARTESIAN COORDINATES (ANGSTROEM)
C  2.219  -0.366  1.517
C  1.701  -0.218  0.432
O  -1.073  -0.248  -2.833
O  -1.054  0.760  -0.521
S  -1.177  -0.638  -1.449
Cl  1.393  -0.509  -1.108
Cl  -3.142  -1.247  -1.171
H  2.575  -0.068  2.493
H  -1.194  1.575  -1.006



(2)
Formula: C4H9NO
Source: the OMol25 dataset
Level of theory: ωB97M-V/def2-TZVPD

- HOMO energy (eV) = -9.46
- F_max (eV Å⁻¹) = 0.40
- SMILES = CCO/C=N\C
- energy relative to the best compared isomer or geometry (same formula, charge and spin) (kcal/mol) = 41.19
- LUMO level (eV) = 0.914
- gap between HOMO and LUMO (eV) = 10.4
- E_tot (eV) = -7830.5336

CARTESIAN COORDINATES (ANGSTROEM)
C  -2.314  -0.457  -0.068
C  -0.806  -0.327  -0.010
O  -0.525  1.060  0.185
C  0.735  1.504  0.427
N  1.883  0.998  0.317
C  2.216  -0.300  -0.239
H  -2.751  -0.132  0.881
H  -2.705  0.179  -0.868
H  -2.604  -1.497  -0.261
H  -0.404  -0.905  0.829
H  -0.354  -0.690  -0.939
H  0.661  2.535  0.779
H  1.905  -0.381  -1.289
H  1.793  -1.147  0.314
H  3.305  -0.411  -0.215



(3)
Formula: C5H6O2
Source: the OMol25 dataset
Level of theory: ωB97M-V/def2-TZVPD

- HOMO energy (eV) = -9.55
- F_max (eV Å⁻¹) = 2.87
- SMILES = C[C@@H]1OC=CC1=O
- energy relative to the best compared isomer or geometry (same formula, charge and spin) (kcal/mol) = 16.50
- LUMO level (eV) = 0.662
- gap between HOMO and LUMO (eV) = 10.2
- E_tot (eV) = -9376.3799

CARTESIAN COORDINATES (ANGSTROEM)
C  0.481  0.503  0.013
C  0.089  1.418  -1.126
C  -0.687  0.029  0.838
C  0.424  -1.728  0.250
C  -0.587  -1.409  1.050
O  1.041  -0.733  -0.483
O  -1.586  0.711  1.300
H  1.220  0.974  0.670
H  0.828  -2.714  0.073
H  -1.203  -2.011  1.688
H  -0.636  0.943  -1.795
H  -0.351  2.347  -0.748
H  0.967  1.670  -1.731



(4)
Formula: C4H9N3O
Source: the OMol25 dataset
Level of theory: ωB97M-V/def2-TZVPD

- HOMO energy (eV) = -6.74
- F_max (eV Å⁻¹) = 4.32
- energy relative to the best compared isomer or geometry (same formula, charge and spin) (kcal/mol) = 102.45
- LUMO level (eV) = 0.866
- gap between HOMO and LUMO (eV) = 7.6
- E_tot (eV) = -10808.0192

CARTESIAN COORDINATES (ANGSTROEM)
C  2.098  -0.109  0.697
C  -0.767  -0.748  -0.324
C  0.851  0.498  1.245
N  -0.907  0.148  -2.484
N  -2.079  -1.182  -0.328
C  -0.359  0.378  0.672
O  0.957  1.264  2.377
N  -0.238  -0.008  -1.271
H  1.851  1.172  2.735
H  -0.477  0.913  -2.982
H  -1.919  0.246  -2.420
H  -2.455  -1.489  0.553
H  -2.593  -1.193  -1.198
H  -1.198  0.908  1.109
H  2.763  0.651  0.279
H  2.636  -0.672  1.461
H  1.837  -0.777  -0.121



(5)
Formula: C19H30N2O3
Source: the OMol25 dataset
Level of theory: ωB97M-V/def2-TZVPD

- HOMO energy (eV) = -8.10
- F_max (eV Å⁻¹) = 0.86
- SMILES = O[C@@H](COc1ccc(CN2CCCCO2)cc1)CN1CCCCC1
- energy relative to the best compared isomer or geometry (same formula, charge and spin) (kcal/mol) = 77.10
- LUMO level (eV) = 0.884
- gap between HOMO and LUMO (eV) = 9.0
- E_tot (eV) = -29310.7943

CARTESIAN COORDINATES (ANGSTROEM)
O  2.906  1.956  -1.729
C  3.262  1.895  -0.368
C  2.655  3.106  0.379
O  1.557  2.824  1.213
C  0.324  2.573  0.673
C  0.034  2.531  -0.684
C  -1.255  2.244  -1.101
C  -2.270  2.004  -0.191
C  -1.973  2.055  1.167
C  -0.694  2.335  1.597
H  -0.453  2.372  2.648
H  -2.755  1.859  1.885
C  -3.663  1.656  -0.637
N  -4.058  0.388  -0.048
C  -5.418  -0.012  -0.372
C  -5.727  -1.313  0.369
C  -4.709  -2.380  -0.029
H  -4.851  -2.648  -1.079
C  -3.305  -1.798  0.150
O  -3.162  -0.612  -0.587
H  -3.112  -1.604  1.214
H  -2.538  -2.470  -0.241
H  -4.824  -3.277  0.579
H  -5.656  -1.127  1.443
H  -6.742  -1.640  0.139
H  -5.553  -0.152  -1.457
H  -6.086  0.784  -0.036
H  -4.374  2.403  -0.272
H  -3.715  1.626  -1.736
H  -1.464  2.199  -2.160
H  0.806  2.689  -1.420
H  3.401  3.518  1.063
H  2.403  3.868  -0.367
C  2.819  0.545  0.226
N  3.221  -0.511  -0.688
C  4.564  -1.021  -0.464
C  4.670  -1.960  0.743
C  3.674  -3.108  0.600
C  2.270  -2.545  0.393
C  2.271  -1.603  -0.814
H  1.275  -1.183  -0.973
H  2.548  -2.169  -1.710
H  1.555  -3.353  0.227
H  1.957  -1.994  1.283
H  3.702  -3.745  1.487
H  3.948  -3.720  -0.263
H  5.689  -2.344  0.814
H  4.457  -1.406  1.660
H  5.242  -0.173  -0.346
H  4.858  -1.566  -1.368
H  1.731  0.536  0.299
H  3.232  0.444  1.237
H  4.360  1.977  -0.295
H  2.963  1.043  -2.056



(6)
Formula: C7H17NO3P
Source: the OMol25 dataset
Level of theory: ωB97M-V/def2-TZVPD

- HOMO energy (alpha / beta) (eV) = -3.18 / -2.56
- F_max (eV Å⁻¹) = 1.43
- energy relative to the best compared isomer or geometry (same formula, charge and spin) (kcal/mol) = 16.42
- LUMO level (alpha / beta) (eV) = 3.268 / 3.253
- gap between HOMO and LUMO (alpha / beta) (eV) = 6.4 / 5.8
- charge = -1
- E_tot (eV) = -24457.8062

CARTESIAN COORDINATES (ANGSTROEM)
C  0.552  2.641  0.245
C  1.270  0.823  -1.390
C  2.150  0.804  0.965
C  -1.062  -2.166  -0.977
C  0.293  -2.521  1.007
C  -0.885  -0.406  0.675
C  1.046  1.236  0.039
N  -0.478  -1.611  0.209
O  -3.508  -0.780  0.150
O  -2.196  0.740  -1.429
O  -2.735  1.564  0.928
P  -2.495  0.314  0.156
H  -0.503  2.738  0.001
H  0.667  2.932  1.288
H  1.109  3.362  -0.373
H  0.396  1.030  -2.004
H  2.129  1.344  -1.845
H  1.472  -0.247  -1.442
H  3.076  1.384  0.800
H  2.395  -0.247  0.805
H  1.864  0.934  2.011
H  -0.284  -2.580  -1.629
H  -1.774  -2.961  -0.724
H  -1.603  -1.384  -1.498
H  -0.316  -3.376  1.342
H  1.134  -2.919  0.423
H  0.685  -2.010  1.883
H  -0.668  -0.210  1.716
H  -1.731  1.568  -1.331



(7)
Formula: CHF2N
Source: the OMol25 dataset
Level of theory: ωB97M-V/def2-TZVPD

- HOMO energy (alpha / beta) (eV) = -10.21 / -9.11
- F_max (eV Å⁻¹) = 2.30
- energy relative to the best compared isomer or geometry (same formula, charge and spin) (kcal/mol) = 152.69
- LUMO level (alpha / beta) (eV) = -0.961 / -1.585
- gap between HOMO and LUMO (alpha / beta) (eV) = 9.2 / 7.5
- E_tot (eV) = -7971.3451

CARTESIAN COORDINATES (ANGSTROEM)
C  -0.653  0.013  -0.367
N  1.456  -0.612  -0.132
F  -1.594  -0.810  0.029
F  -0.851  1.216  0.006
H  1.643  0.193  0.464



(8)
Formula: C62H73F5N17
Source: the OMol25 dataset
Level of theory: ωB97M-V/def2-TZVPD

- HOMO energy (eV) = -9.07
- F_max (eV Å⁻¹) = 2.99
- energy relative to the best compared isomer or geometry (same formula, charge and spin) (kcal/mol) = 0.00
- LUMO level (eV) = -4.234
- gap between HOMO and LUMO (eV) = 4.8
- charge = +1
- E_tot (eV) = -104386.8281

CARTESIAN COORDINATES (ANGSTROEM)
N  -2.673  -4.408  -3.733
C  -2.331  -3.093  -3.795
N  -3.323  -2.158  -3.770
C  -2.660  -1.018  -3.891
C  -3.473  0.294  -3.906
F  -2.856  1.258  -3.190
F  -3.645  0.703  -5.182
C  -4.858  0.043  -3.300
C  -4.972  0.202  -1.937
C  -6.179  -0.019  -1.319
C  -7.239  -0.415  -2.099
C  -7.115  -0.577  -3.449
C  -8.269  -1.051  -4.313
F  -8.178  -0.616  -5.570
F  -8.177  -2.415  -4.386
F  -9.459  -0.787  -3.782
C  -5.911  -0.346  -4.080
N  -1.338  -1.188  -3.950
N  -1.142  -2.520  -3.890
H  -2.606  -4.966  -2.900
H  -3.087  -4.813  -4.559
H  -4.098  0.498  -1.365
H  -6.337  0.071  -0.251
H  -8.203  -0.608  -1.636
H  -5.768  -0.460  -5.148
H  -0.646  -0.450  -4.020
H  -0.251  -3.005  -3.921
N  -0.497  -0.050  -0.981
C  -1.430  -0.040  0.026
C  -0.940  0.731  1.043
C  0.335  1.212  0.637
C  0.581  0.716  -0.614
H  -0.592  -0.541  -1.847
H  -2.356  -0.583  -0.069
H  -1.439  0.930  1.976
H  0.992  1.851  1.204
H  1.424  0.841  -1.275
N  -3.202  -4.480  -9.063
C  -2.128  -3.746  -9.482
C  -1.433  -3.343  -8.375
C  -2.116  -3.861  -7.242
C  -3.203  -4.561  -7.702
H  -3.887  -4.898  -9.668
H  -1.952  -3.575  -10.530
H  -0.535  -2.747  -8.377
H  -1.838  -3.736  -6.210
H  -3.973  -5.106  -7.181
N  3.905  -0.590  -1.914
C  4.433  -0.777  -3.167
C  5.784  -0.578  -3.087
C  6.087  -0.264  -1.734
C  4.911  -0.282  -1.036
H  2.935  -0.668  -1.677
H  3.803  -1.032  -4.003
H  6.480  -0.650  -3.906
H  7.059  -0.051  -1.322
H  4.700  -0.102  0.005
N  1.592  -7.343  -11.449
C  1.891  -6.127  -12.001
C  1.069  -5.192  -11.429
C  0.245  -5.870  -10.490
C  0.593  -7.193  -10.523
H  2.037  -8.211  -11.686
H  2.658  -6.033  -12.751
H  1.060  -4.139  -11.658
H  -0.515  -5.436  -9.863
H  0.219  -8.040  -9.972
N  -3.222  -1.712  4.629
C  -2.699  -1.905  3.376
C  -1.347  -1.707  3.451
C  -1.040  -1.388  4.801
C  -2.215  -1.401  5.502
H  -4.195  -1.788  4.870
H  -3.335  -2.164  2.545
H  -0.652  -1.783  2.631
H  -0.066  -1.174  5.210
H  -2.422  -1.214  6.542
N  -4.320  1.418  4.422
C  -4.049  2.642  3.871
C  -4.905  3.554  4.429
C  -5.722  2.856  5.356
C  -5.336  1.542  5.331
H  -3.846  0.562  4.195
H  -3.274  2.757  3.132
H  -4.941  4.606  4.198
H  -6.503  3.271  5.972
H  -5.696  0.688  5.880
N  2.205  0.505  6.924
C  2.897  -0.430  6.203
C  4.124  -0.594  6.788
C  4.175  0.274  7.913
C  2.977  0.934  7.971
H  1.275  0.825  6.717
H  2.456  -0.894  5.336
H  4.899  -1.261  6.450
H  4.995  0.397  8.600
H  2.610  1.670  8.666
N  1.624  3.873  7.624
C  1.886  5.098  7.076
C  1.020  6.002  7.634
C  0.208  5.293  8.560
C  0.606  3.984  8.534
H  2.104  3.020  7.396
H  2.660  5.220  6.337
H  0.976  7.054  7.404
H  -0.579  5.698  9.177
H  0.254  3.125  9.080
N  3.923  2.297  1.547
C  4.981  3.066  1.143
C  5.647  3.486  2.262
C  4.968  2.945  3.388
C  3.912  2.215  2.915
H  3.260  1.861  0.934
H  5.165  3.248  0.096
H  6.525  4.111  2.275
H  5.227  3.076  4.425
H  3.155  1.646  3.430
N  -2.811  7.331  8.008
C  -4.067  7.003  7.577
C  -4.960  7.417  8.529
C  -4.214  8.025  9.574
C  -2.892  7.958  9.221
H  -1.960  7.141  7.510
H  -4.215  6.503  6.635
H  -6.030  7.300  8.482
H  -4.603  8.460  10.479
H  -2.005  8.300  9.728
N  5.822  2.081  10.959
C  5.157  2.311  12.133
C  5.588  1.389  13.049
C  6.556  0.573  12.404
C  6.680  1.025  11.118
H  5.700  2.605  10.112
H  4.437  3.107  12.214
H  5.249  1.309  14.068
H  7.098  -0.252  12.836
H  7.301  0.689  10.305
N  8.384  5.239  -3.240
C  8.089  5.610  -1.958
C  7.506  4.540  -1.334
C  7.451  3.478  -2.277
C  8.003  3.940  -3.442
H  8.815  5.828  -3.928
H  8.318  6.601  -1.602
H  7.158  4.520  -0.314
H  7.053  2.489  -2.117
H  8.156  3.460  -4.393
N  -1.843  -8.216  -13.142
C  -2.695  -7.843  -14.145
C  -3.874  -8.516  -13.969
C  -3.730  -9.324  -12.810
C  -2.468  -9.114  -12.321
H  -0.903  -7.880  -13.024
H  -2.388  -7.134  -14.895
H  -4.744  -8.438  -14.600
H  -4.469  -9.983  -12.384
H  -1.961  -9.526  -11.465